# 1
A molecular structure, C26H53N2RuSSbSi5. Source: the OMol25 dataset; level of theory: ωB97M-V/def2-TZVPD.

Computed properties:
ΔE to the lowest compared entry with this formula, charge and spin in kJ/mol: 18.58
Total energy in hartree: -3312.4787
Kohn-Sham gap in eV: 6.8603
LUMO level in eV: -7.28

ORCA input file:
```
! wB97M-V def2-TZVPD RIJCOSX def2/J DEFGRID3
* xyz 2 1
H 1.818 5.185 0.893
H -0.240 -2.384 3.608
H 1.345 -2.938 4.142
H -2.552 -3.158 0.679
H 2.031 -0.399 5.457
C -1.511 -2.943 0.930
H 3.803 0.089 2.388
H -1.479 -1.985 1.452
H 1.639 -3.072 -3.744
C 2.818 1.877 -3.473
C -0.906 2.907 4.190
H 1.028 4.211 -0.345
H -1.721 3.522 4.583
H -0.498 2.329 5.019
C 1.224 4.283 0.726
H -3.413 0.729 4.051
C 1.417 -2.005 -3.684
Si 2.161 2.798 1.359
H -0.438 -0.036 -5.455
C 1.449 0.141 4.704
Si -1.615 1.873 2.809
C 2.298 0.995 -2.538
H 0.199 4.033 -3.540
H 1.871 -1.535 -4.558
C -3.665 -0.049 -0.090
H -0.271 -4.861 -2.319
H -1.973 -0.284 3.989
C 0.825 3.197 -3.264
H 2.036 3.211 3.862
Si 1.602 -0.797 3.101
H 3.447 2.240 3.413
H -0.862 -3.059 -5.666
H 0.892 -3.102 2.448
C -3.606 -1.971 -2.060
H 4.296 3.249 0.320
H 3.408 3.959 3.060
H 1.910 -1.626 -2.791
H -2.989 2.554 0.788
C 3.631 2.380 0.294
H -1.944 -4.676 -1.768
C 0.395 2.268 -2.346
H -3.024 -0.163 2.579
H 4.195 1.533 0.684
C -4.854 -0.595 -0.534
H 2.866 0.136 -2.210
H -5.789 -0.260 -0.109
H -0.750 -5.459 -0.740
H -3.551 -2.712 -2.844
H 1.669 -3.714 0.455
H 1.820 1.162 4.668
C -2.593 0.401 3.408
N 1.110 1.192 -1.963
H -3.400 3.441 2.256
Si -0.438 -1.750 -3.673
H 3.946 -1.448 3.230
S -1.192 2.147 -1.568
H -0.820 0.738 -3.926
H 0.413 0.157 5.049
H 2.465 3.694 -4.561
C 3.357 -0.900 2.490
C -1.002 -1.639 -1.850
H 0.272 4.420 1.239
C -0.976 -0.162 -4.513
H 1.945 -3.170 -1.191
H -0.142 3.593 3.827
C -1.200 -3.163 -4.631
H -3.646 0.714 0.677
C -0.898 -4.647 -1.458
Ru -0.546 0.177 -0.961
Sb 0.377 0.868 1.456
H -5.745 -1.990 -1.899
H 3.390 2.191 -0.749
H 1.703 -1.985 0.093
H -2.290 -3.157 -4.657
Si -0.457 -3.044 -0.613
C 0.807 -2.458 3.318
C 2.793 3.054 3.098
C -4.822 -1.561 -1.532
H -2.041 -0.208 -4.756
C -2.571 3.017 1.682
H 3.793 1.688 -3.897
C -2.450 -1.414 -1.541
C 1.382 -2.962 -0.283
C 2.079 2.992 -3.834
H -0.867 -4.137 -4.284
H -1.949 3.850 1.352
N -2.494 -0.465 -0.572
H -1.185 -3.723 1.620
H 3.452 -1.424 1.539
*
```

---

# 2
A molecular structure, C26H53O25V in a non-equilibrium geometry. Source: the OMol25 dataset; level of theory: ωB97M-V/def2-TZVPD.

Computed properties:
ΔE to the lowest compared entry with this formula, charge and spin in kJ/mol: 428.83
Expectation value of S²: 3.755
Total energy in hartree: -3847.1293
Kohn-Sham gap (alpha / beta) in eV: 7.1149 / 7.1581
LUMO level (alpha / beta) in eV: -3.37 / -3.43

ORCA input file:
```
! wB97M-V def2-TZVPD RIJCOSX def2/J DEFGRID3
* xyz 1 4
H -3.274 3.382 -2.928
H 4.997 2.169 1.300
H 3.187 1.775 1.070
H 4.396 -2.748 3.675
H 1.698 1.077 -0.924
H 1.294 -2.940 -3.858
O -0.671 6.146 -0.721
H -2.361 -1.640 1.001
C -2.590 -6.844 2.819
O 1.560 -0.731 0.081
H -5.605 4.753 2.887
H -3.152 -7.364 3.595
H 2.259 -7.708 -0.685
O -2.357 -5.434 2.924
C -4.306 2.458 3.450
C 2.376 3.909 -5.148
H -0.722 -2.170 1.008
C -0.359 -0.235 -5.655
H 5.007 -2.078 5.122
H -2.723 2.125 -1.872
H 1.172 2.690 -3.158
H 2.864 5.614 -7.966
C -0.229 5.667 -1.966
O 2.124 4.765 -4.301
O -0.878 -5.166 1.192
C -1.698 -4.742 1.972
H 0.647 -0.043 -1.517
O -4.263 1.135 3.181
O 1.973 -3.233 2.157
C -0.141 1.006 0.297
H -0.422 -3.077 -4.155
H -3.341 -6.916 2.032
H -7.086 4.145 3.656
H 0.484 6.346 -2.435
O -1.117 0.826 -5.224
C 4.898 -1.861 4.059
H 2.966 -5.623 3.373
H -3.595 6.697 1.785
H -0.129 -0.026 -6.699
C 4.014 2.005 1.742
H 1.761 5.957 -6.651
O 1.581 -5.982 -1.693
C 4.105 -0.161 2.763
O 2.617 4.056 -6.452
H 3.806 2.976 2.193
H -0.875 -1.184 -5.513
H 0.137 -0.651 4.564
H -3.162 -0.568 2.911
C -1.535 5.317 -0.041
C 2.705 5.470 -6.897
H -4.180 1.771 -2.893
C -1.883 0.722 -4.220
C 1.397 -4.697 -1.839
H 1.516 -0.819 3.702
H 1.473 1.177 -3.833
O -5.598 2.754 3.344
H -2.435 0.603 4.051
C -3.035 0.489 3.147
O 2.279 2.680 -4.965
O -3.392 3.144 3.859
O 0.490 -2.529 3.909
H -1.680 -7.430 2.689
H -0.660 1.740 -0.320
H 3.500 -6.616 -1.108
H -0.047 -0.766 2.758
C -3.228 2.298 -2.823
H -1.055 5.550 -2.667
C 0.472 -1.129 3.644
C 0.983 0.342 -0.554
O 3.926 -0.836 1.685
O 0.414 -4.470 -2.676
H -2.547 0.971 2.300
C -6.000 4.057 3.628
C -1.747 -2.540 0.970
H -3.707 5.036 1.346
O -2.394 1.994 -3.922
O -1.865 6.066 1.014
O 4.451 -0.593 3.889
H 0.206 1.597 1.144
H -5.682 4.446 4.594
C -3.027 5.766 1.784
O -2.068 4.280 -0.359
O -2.052 -0.268 -3.503
C 0.343 -3.189 -3.387
C 1.349 -3.448 3.201
O 1.255 -4.585 3.906
H -0.777 0.258 0.770
C 1.942 2.154 -3.712
H 2.365 -6.153 0.211
C 1.902 -5.772 3.552
O -2.103 -3.448 1.989
H -1.944 -3.084 0.046
O 1.871 -3.824 -1.158
H 2.797 1.754 -3.167
H -2.713 5.332 2.733
H 1.459 -6.294 2.704
V 2.915 -2.420 0.271
C 2.468 -6.641 -0.758
H 5.904 -1.789 3.645
H 0.094 -2.294 -2.816
H 1.684 -6.386 4.426
H 0.570 -0.205 -5.084
H 3.524 6.035 -6.453
H 0.311 4.721 -1.915
O 3.927 1.152 2.869
*
```

---

# 3
A molecular structure, C26H54AsF6O21 in a non-equilibrium geometry. Source: the OMol25 dataset; level of theory: ωB97M-V/def2-TZVPD.

Computed properties:
ΔE to the lowest compared entry with this formula, charge and spin in kJ/mol: 231.78
Total energy in hartree: -5438.2391
Kohn-Sham gap in eV: 9.2883
LUMO level in eV: 1.29

ORCA input file:
```
! wB97M-V def2-TZVPD RIJCOSX def2/J DEFGRID3
* xyz -1 1
C -12.701 -14.006 -11.616
F -14.632 -16.582 -7.411
C -13.159 -13.884 -0.839
H -13.868 -16.703 -10.739
O -15.034 -9.682 -4.544
C -14.170 -14.117 -12.070
C -11.695 -19.758 -2.175
H -14.592 -12.936 -10.305
F -13.883 -14.704 -5.953
O -16.969 -15.903 -2.564
O -13.899 -14.487 -1.789
H -10.755 -11.192 -7.651
H -10.377 -12.599 -3.220
H -13.100 -18.362 -3.126
H -15.944 -14.017 -11.001
C -16.992 -17.374 -5.784
C -17.334 -17.370 -4.297
H -17.821 -17.652 -6.435
H -13.171 -20.028 -7.401
O -13.360 -13.887 0.422
O -11.634 -17.246 0.216
C -10.823 -12.274 -7.765
O -18.406 -16.542 -4.036
H -14.467 -15.144 -12.283
H -17.840 -18.290 -4.002
O -15.673 -12.369 -11.970
F -12.443 -15.275 -8.096
H -16.865 -16.401 -10.310
H -11.020 -12.670 -6.769
H -11.552 -18.756 -5.087
H -9.303 -17.557 -6.402
F -11.513 -15.694 -5.874
O -18.995 -15.002 -2.491
O -13.608 -18.661 -11.461
O -15.859 -11.998 -14.230
O -9.874 -17.705 -8.339
H -12.561 -14.451 -10.631
H -13.213 -20.952 -5.877
H -16.802 -16.930 -8.619
H -10.736 -17.750 -7.919
H -18.339 -13.154 -7.282
H -18.243 -14.894 -6.874
H -9.864 -12.544 -8.205
C -15.333 -12.573 -13.275
C -12.034 -18.506 -2.952
H -17.064 -13.714 -6.139
H -12.193 -17.325 -10.916
O -18.563 -17.297 -9.665
H -15.424 -16.284 -3.873
H -14.188 -19.233 -10.954
C -17.675 -13.973 -7.004
C -13.907 -10.934 -6.128
H -8.063 -17.482 -7.686
H -14.184 -12.651 -7.382
H -12.827 -11.047 -6.038
H -12.145 -13.599 -8.495
O -14.875 -21.082 -7.008
H -13.329 -8.961 -5.540
H -10.972 -17.253 -4.305
O -15.740 -11.366 -3.221
O -16.722 -14.154 -8.039
C -18.158 -15.698 -3.000
H -15.872 -17.720 -2.973
F -12.327 -17.710 -7.345
O -11.846 -12.698 -8.643
O -11.683 -17.507 -1.989
H -16.742 -16.347 -6.049
C -12.378 -13.087 -2.700
H -14.996 -9.088 -6.444
C -14.355 -11.575 -7.421
As -13.073 -16.164 -6.657
C -13.788 -20.316 -6.550
C -14.273 -9.474 -5.726
H -9.083 -16.068 -7.284
H -12.785 -12.085 -2.838
C -13.472 -14.040 -3.076
F -13.538 -17.038 -5.116
O -14.447 -11.670 -5.101
C -13.215 -17.568 -10.623
H -10.714 -14.313 -3.358
C -16.265 -16.801 -3.410
O -12.135 -13.233 -1.353
H -16.811 -18.146 -9.983
H -12.370 -12.968 -11.595
H -12.014 -14.445 -12.339
C -11.684 -17.974 -0.765
H -18.767 -17.910 -10.375
H -16.111 -14.793 -7.664
H -14.322 -13.534 -3.535
C -17.167 -17.184 -9.614
H -15.424 -11.412 -7.560
H -13.891 -11.148 -8.310
C -15.108 -13.340 -11.176
O -11.684 -19.305 -0.809
H -12.476 -20.512 -2.269
C -9.057 -17.153 -7.384
H -10.134 -18.634 -3.890
H -16.163 -18.055 -5.977
H -10.819 -20.245 -2.604
C -11.138 -18.322 -4.177
H -13.257 -17.837 -9.568
H -11.262 -13.085 -4.591
C -11.130 -13.322 -3.535
H -13.105 -14.865 -3.687
H -14.121 -19.480 -5.935
H -14.565 -21.931 -7.330
O -14.373 -13.519 -13.327
C -15.108 -10.959 -4.242
*
```

---

# 4
6 unconnected molecules or ions with the total composition C26H54B2NO12. Source: the OMol25 dataset; level of theory: ωB97M-V/def2-TZVPD.

Computed properties:
Total energy in hartree: -2030.5306
Kohn-Sham gap in eV: 6.2610
LUMO level in eV: 1.69

ORCA input file:
```
! wB97M-V def2-TZVPD RIJCOSX def2/J DEFGRID3
* xyz -1 1
H -1.619 4.388 -1.820
H 6.121 -2.489 8.679
C 1.544 -2.867 3.792
C -7.578 -0.632 -2.220
C 6.802 -4.458 6.983
O 4.522 -0.238 5.174
C -7.892 0.756 -2.735
C 0.021 3.093 -2.397
O 5.023 -2.431 4.465
C 7.838 -3.151 9.840
H -0.562 2.621 -9.280
O 8.102 -3.106 5.534
H 1.571 3.182 -8.149
H -2.081 0.011 -1.575
H 3.784 -1.691 2.151
H -0.162 4.553 -0.830
H -1.151 -1.448 -1.231
C -2.941 -4.276 -1.357
H -5.285 -0.156 0.027
H -4.186 -2.666 -2.120
H -0.610 -2.439 5.541
C 1.378 -3.072 5.267
B 4.335 -1.233 4.200
C -0.794 3.841 -1.363
H -2.740 4.079 -4.084
H 5.962 -2.222 4.507
H 2.046 -2.095 0.697
H -0.500 4.098 -10.221
O -2.040 1.397 -4.692
O -0.748 2.085 -3.060
H -7.987 0.694 -3.816
H 0.483 3.764 -3.123
H -6.372 1.877 0.921
H -2.561 -1.510 -2.306
C -3.008 -1.276 -0.182
O -6.815 -0.779 -1.125
C 3.445 -1.034 2.959
H 7.235 -1.216 9.123
H -7.807 1.578 -0.073
O -3.800 -2.370 -0.094
H -7.371 0.441 1.203
H -1.022 4.460 -4.267
O -2.995 -0.518 0.753
H 6.246 -4.746 6.095
C -0.196 3.647 -9.275
H 1.793 3.134 -9.905
H -3.182 -4.960 -2.172
C -1.804 3.757 -4.541
H -1.977 -3.813 -1.570
O -1.795 5.991 -7.200
C -1.099 5.591 -8.092
C 7.615 -3.238 6.624
H 0.792 0.268 2.070
C -6.967 1.102 0.436
H 0.455 -2.481 7.071
H -4.987 -3.719 -0.976
H 0.386 0.009 -0.244
H 2.165 -3.641 5.763
H -0.151 -1.212 2.203
H -0.162 6.086 -10.016
H -1.065 7.379 -9.218
C 0.870 -0.827 2.088
C -2.157 -1.060 -1.402
H 3.535 0.010 2.624
C -6.099 0.312 -0.519
C 7.178 -2.258 8.810
H 6.094 -4.307 7.793
O 7.857 -2.287 7.552
H -1.919 3.786 -5.621
H -5.648 0.942 -1.287
C 1.306 3.667 -9.088
C 1.348 -1.254 0.736
H 7.331 -3.054 10.801
H 1.695 4.685 -9.062
N 1.041 -0.765 -0.403
O -0.886 4.262 -8.181
C -4.036 -3.241 -1.206
B 1.833 -1.270 3.364
H 2.351 -3.518 3.442
H -7.147 1.507 -2.492
H 7.489 -5.261 7.253
H 8.884 -2.871 9.966
H 4.661 0.609 4.751
H -2.837 -4.849 -0.435
H 1.561 -0.511 4.285
H -8.851 1.063 -2.318
H 7.806 -4.199 9.541
H 0.825 2.541 -1.913
H 0.600 -3.161 3.312
O -8.040 -1.613 -2.741
C -0.409 6.528 -9.055
C 0.347 -2.655 6.007
H 0.508 6.882 -8.584
C -1.532 2.330 -4.129
H -1.212 3.140 -0.640
*
```

---

# 5
2 unconnected molecules or ions with the total composition C26H54BrClN6O11PS2 in a non-equilibrium geometry. Source: the OMol25 dataset; level of theory: ωB97M-V/def2-TZVPD.

Computed properties:
Total energy in hartree: -6350.9214
Kohn-Sham gap in eV: 8.7103
LUMO level in eV: -2.27

ORCA input file:
```
! wB97M-V def2-TZVPD RIJCOSX def2/J DEFGRID3
* xyz 1 1
O -1.488 -2.242 -4.234
H 3.625 0.691 0.281
H 0.042 5.547 2.611
C 4.222 1.908 -1.785
C 2.867 0.300 -0.394
H -3.115 -0.377 1.992
C -0.933 -0.500 2.773
H -0.745 0.151 5.544
C -0.625 -5.955 -4.308
N 0.951 1.429 0.663
H 4.651 0.221 3.624
C 0.511 -0.855 -0.186
H 4.480 1.125 2.096
C 1.758 -3.326 -0.361
O 1.870 2.414 1.033
H 1.060 3.031 5.016
O -2.234 3.714 1.210
S -2.251 -3.218 -3.511
H 1.996 1.337 2.957
H -1.459 2.194 3.109
H -5.041 3.114 -2.634
C -2.746 0.512 1.478
H 4.595 2.355 -0.865
C -1.449 -5.034 -5.181
H 2.246 -2.914 -3.588
H 6.480 1.089 -1.689
C -4.357 2.300 -2.388
H 0.048 1.560 3.548
H -1.725 4.629 3.688
Br -0.031 4.198 -0.808
H 0.078 -0.380 3.141
H 3.223 -0.657 -0.763
H -3.408 2.738 -2.102
P -1.434 2.757 0.186
H -0.648 4.730 4.913
H -0.530 0.173 -3.381
C -4.985 1.522 -1.285
C 0.458 -0.684 -1.732
H -1.445 -1.275 0.240
H 1.296 -4.315 -0.480
H 1.453 -0.653 -2.167
H -3.860 -1.827 -2.589
H 0.451 -2.566 1.138
H -1.263 -6.687 -3.813
C 2.841 1.282 -1.581
C -3.900 -2.656 -3.294
N -0.847 -0.462 0.280
N 1.277 3.470 4.128
O -2.561 -4.437 -4.464
H -0.529 2.335 -2.097
H 0.701 1.589 -0.338
N 1.694 -3.262 -2.810
H 4.025 1.857 3.616
O -1.737 -3.696 -2.259
C -0.417 0.386 -2.317
H -0.846 -4.239 -5.621
C -0.382 1.665 1.419
O 0.174 1.681 -2.117
C 1.630 0.032 0.501
O -3.497 -0.534 -0.530
H 1.547 -1.286 2.258
H 1.501 -4.242 -2.986
H 0.039 -1.602 -2.145
O -1.825 -0.095 3.796
H 4.180 2.664 -2.564
C -3.501 0.447 0.175
H -3.179 3.558 1.061
C 4.032 0.916 3.064
C 0.604 -2.394 0.073
H 1.278 4.635 2.032
H -4.285 -2.325 -4.255
H 2.036 2.918 0.219
H -4.501 -3.464 -2.887
O -6.033 0.952 -1.329
H -3.073 1.336 2.105
H -2.345 -0.620 5.689
C 2.212 -0.543 1.852
C -1.445 -0.550 5.085
C -0.406 2.246 2.849
N 0.304 4.623 2.299
C 0.058 3.650 3.337
C 2.581 0.444 2.967
N -1.036 4.105 4.216
H 1.681 4.380 4.315
H -0.301 -2.789 -0.391
H -1.125 -1.551 2.539
H 2.135 2.109 -1.498
H -1.919 -5.583 -5.992
S 5.398 0.615 -2.300
H 0.104 -6.482 -4.923
O -4.251 1.548 -0.070
H 2.349 -0.062 3.909
H -0.992 -1.542 5.037
H -4.268 1.667 -3.266
O 3.695 -2.900 -1.700
H -1.412 0.379 -1.881
H -0.093 -5.401 -3.536
Cl 3.669 -1.568 1.597
C 2.498 -3.125 -1.653
C -1.180 0.314 1.464
H 2.475 -3.462 0.435
H 2.577 0.790 -2.516
*
```